Entry 1:
C14H13F5N4O6S | ωB97M-V with the def2-TZVPD basis set

```
43
Properties=species:S:1:pos:R:3
O -3.79978 1.32898 3.59537
C -3.02827 0.87360 2.77687
C -2.03780 1.70488 2.06795
C -0.94945 1.14854 1.53692
C -0.72176 -0.30920 1.59343
O 0.37561 -0.78797 1.42440
C -1.90238 -1.17742 1.88336
C -3.02674 -0.58764 2.45447
C -4.15245 -1.34174 2.75846
C -4.17456 -2.68967 2.47828
C -3.06615 -3.29694 1.90251
C -1.93815 -2.55140 1.60969
S -0.63554 -3.48665 0.82025
O -1.16706 -4.80854 0.63513
O -0.08512 -2.79165 -0.29976
C 0.75328 -3.79599 2.07797
F 1.04436 -5.10067 1.94216
F 1.82909 -3.08666 1.75120
C 0.40624 -3.58588 3.57575
F -0.69623 -4.28293 3.87995
F 1.41396 -4.04542 4.31694
F 0.20216 -2.31490 3.89339
H -2.20576 2.77151 2.03226
H -0.19876 1.76063 1.05464
H -4.99111 -0.84042 3.21928
H -5.04798 -3.27947 2.71448
H -3.07351 -4.35257 1.68329
C 0.90559 2.70338 -1.63971
O 0.04153 2.81258 -0.77730
N 0.71000 1.98355 -2.78401
N 2.13886 3.26107 -1.53475
H 1.45561 1.81071 -3.43601
H -0.17301 1.52386 -2.89857
H 2.36652 3.74908 -0.69002
H 2.81811 3.18266 -2.27188
C 3.80881 3.14160 -5.03157
O 3.78703 2.32741 -4.11676
N 4.98347 3.61714 -5.53457
N 2.67825 3.63670 -5.61632
H 5.03739 4.28077 -6.28309
H 5.83076 3.26908 -5.12668
H 1.78994 3.32144 -5.27438
H 2.69500 4.30453 -6.36301
```

energy above the lowest of the compared OMol25 structures with the same formula, charge and spin = 0.0 kJ/mol
electronic energy = -2109.3368 Eh
E_HOMO = -9.90 eV
total charge = 0
gap between HOMO and LUMO = 8.7 eV

Löwdin population analysis, charges in e, atoms 1 to 5: 0.11 -0.33 0.04 0.05 -0.30

Entry 2:
C14H13IrNO5 | ωB97M-V with the def2-TZVPD basis set

```
34
Properties=species:S:1:pos:R:3
O 0.00010 0.00000 -3.06080
C 0.00010 0.00000 -1.91100
Ir 0.00000 0.00000 0.00000
O 1.88770 -2.40940 0.00010
C 1.17860 -1.50430 0.00000
C -1.17860 1.50430 0.00000
O -1.88780 2.40940 -0.00010
C -1.50430 -1.17860 -0.00010
O -2.40940 -1.88770 -0.00010
C 1.50430 1.17860 0.00020
O 2.40930 1.88770 0.00020
C 3.09830 -1.20920 3.89180
N 3.06450 0.25410 4.01580
C 4.41950 0.81400 3.86610
C 2.15830 0.86260 3.00470
C 0.68020 0.56860 3.22380
C 0.20330 0.79840 4.54350
C -1.12020 0.59750 4.90090
C -2.02690 0.19130 3.95160
C -1.61590 -0.00060 2.64020
C -0.26820 0.16140 2.20350
H 3.46320 -1.51540 2.88660
H 2.08430 -1.63610 4.04960
H 3.76670 -1.64750 4.66520
H 2.77440 0.49410 4.98980
H 4.83380 0.60310 2.85640
H 4.40040 1.91700 4.01940
H 5.10290 0.39310 4.63740
H 2.25340 1.97100 3.05850
H 2.49540 0.51790 2.02400
H 0.84480 1.15350 5.33370
H -1.44740 0.77660 5.91760
H -3.06770 0.05520 4.22200
H -2.41940 -0.24490 1.97160
```

electronic energy = -1075.1857 Eh
E_HOMO (spin up / spin down) = -16.18 / -22.11 eV
spin multiplicity = 5
total charge = +3
gap between HOMO and LUMO (spin up / spin down) = 5.4 / 7.6 eV

Löwdin population analysis, charges in e, atoms 1 to 5: 0.31 -0.15 1.34 0.25 -0.21

Entry 3:
C14H13N2O5SSeSn | ωB97M-V with the def2-TZVPD basis set

```
37
Properties=species:S:1:pos:R:3
Sn -1.28099 1.25550 -0.32320
O 0.57055 4.37653 2.48536
C 0.67221 3.30526 1.72868
O -0.30480 2.64737 1.39888
C 2.12218 2.99136 1.43262
O 2.28839 1.97921 0.48335
C 2.35777 2.46098 -0.86887
C 0.94744 2.90458 -1.22308
O 0.56378 4.02406 -0.97517
O 0.16029 1.89762 -1.60660
H -0.36406 4.55397 2.67920
H 2.61233 3.92285 1.14753
H 2.56142 2.65317 2.37171
H 3.06415 3.28641 -0.95111
H 2.67801 1.61514 -1.46680
S 1.42989 -1.58320 -0.36488
C 0.31619 -1.41347 -1.73902
C 0.69934 -2.10493 -2.88354
C -0.09995 -2.02358 -4.00521
C -1.26411 -1.26606 -3.96098
C -1.56760 -0.61932 -2.78828
N -0.79371 -0.68566 -1.68622
H 1.60911 -2.69318 -2.87890
H 0.17939 -2.54760 -4.91056
H -1.91720 -1.17713 -4.81810
H -2.47080 -0.02588 -2.70700
Se 0.49883 -0.43638 1.23349
C -0.69133 -1.76542 1.95070
C -0.15557 -2.73950 2.77237
C -1.02925 -3.67646 3.30641
N -2.34351 -3.67332 3.07502
C -2.83573 -2.72074 2.28490
C -2.05044 -1.73953 1.69354
H 0.90395 -2.78076 2.99379
H -0.65506 -4.46124 3.95425
H -3.90585 -2.74048 2.11212
H -2.50524 -1.00017 1.05362
```

energy above the lowest of the compared OMol25 structures with the same formula, charge and spin = 36.5 kJ/mol
electronic energy = -4040.7602 Eh
E_HOMO = -12.34 eV
total charge = +1
gap between HOMO and LUMO = 8.9 eV

Löwdin population analysis, charges in e, atoms 1 to 5: 1.29 0.19 -0.47 -0.12 -0.10

Entry 4:
C14H13N5OS | ωB97M-V with the def2-TZVPD basis set

```
34
Properties=species:S:1:pos:R:3
O -0.90966 -1.86174 1.81724
C -0.41665 -0.97553 1.01619
N -1.17316 -0.10354 0.18521
C -2.66354 -0.25617 -0.00135
C -3.51588 -1.36974 0.43895
C -4.95812 -1.24639 0.40190
C -5.54682 -0.30123 -0.28219
C -4.65941 0.81097 -1.13559
C -3.33014 0.79286 -0.87482
H -2.59712 1.47448 -1.22653
H -5.11954 1.76275 -1.61889
H -6.62560 -0.05959 -0.73368
H -5.51381 -2.09555 0.68080
H -3.09188 -1.87020 1.25299
H -0.86656 0.55160 -0.39438
C 0.86055 -0.67198 1.04048
C 1.25211 0.64834 0.98579
N 1.99340 1.36121 1.86558
N 2.09059 2.77463 1.31554
N 1.17331 2.89598 0.46473
N 0.66535 1.69792 -0.04208
H 2.38951 3.50250 1.98235
C 1.47335 -1.14052 -0.34025
C 2.85170 -0.84571 -0.39395
C 3.44270 0.25246 -1.59313
C 4.93004 0.22773 -1.22269
C 5.36958 -0.86111 -0.32130
S 4.18128 -1.51580 0.33954
H 6.30001 -0.84305 0.09248
H 5.47342 0.87979 -1.68516
H 2.86598 0.80545 -2.06069
H 0.87927 -0.89361 -1.37170
H 1.38248 -2.29755 -0.32717
H 1.41326 -1.22969 1.74576
```

energy above the lowest of the compared OMol25 structures with the same formula, charge and spin = 1148.6 kJ/mol
electronic energy = -1288.0675 Eh
E_HOMO = -8.29 eV
total charge = 0
gap between HOMO and LUMO = 8.6 eV

Löwdin population analysis, charges in e, atoms 1 to 5: 0.05 -0.41 0.15 -0.08 0.00

Entry 5:
C14H13P | ωB97M-V with the def2-TZVPD basis set

```
28
Properties=species:S:1:pos:R:3
C -0.55004 -1.46702 -2.72297
C -2.92189 0.23945 1.33011
C -1.64481 -1.41741 -1.82702
C -2.89651 -0.49868 0.13817
C 0.57323 -0.67185 -2.40177
C -1.79445 0.96174 1.68837
C -1.74815 -0.64060 -0.62954
C -0.60196 0.19902 -0.32727
C 0.62745 0.13853 -1.15119
C -0.63810 0.89811 0.87821
C 1.82406 0.67649 -0.99049
C 3.00407 1.01283 -0.95857
C 0.56162 1.66635 1.26675
C 1.70606 -0.87974 1.89994
P 1.49545 0.86619 2.62003
H -0.59459 -1.95817 -3.67466
H -3.90102 0.00948 1.88278
H -2.50351 -2.09917 -2.13883
H -3.65265 -1.15954 -0.21265
H 1.50058 -0.76033 -3.05729
H -1.69842 1.46502 2.69374
H 3.68587 0.48189 -0.32902
H 3.32611 1.90629 -1.36859
H 1.25042 2.04491 0.57490
H 0.19437 2.58014 1.72944
H 2.69751 -0.91812 1.26018
H 0.97444 -1.16126 1.07780
H 1.72485 -1.51456 2.74943
```

energy above the lowest of the compared OMol25 structures with the same formula, charge and spin = 288.5 kJ/mol
electronic energy = -882.4513 Eh
E_HOMO (spin up / spin down) = -6.74 / -7.71 eV
total charge = 0
gap between HOMO and LUMO (spin up / spin down) = 6.1 / 7.0 eV

Löwdin population analysis, charges in e, atoms 1 to 5: -0.08 -0.07 -0.04 -0.05 -0.01

Entry 6:
C14H13P | ωB97M-V with the def2-TZVPD basis set

```
28
Properties=species:S:1:pos:R:3
C -4.43705 0.84295 -0.16780
C -3.55351 1.80184 -0.73627
C -3.90927 -0.38625 0.33235
C -2.19144 1.56062 -0.57224
C -2.51195 -0.53236 0.56997
C -1.68724 0.47180 0.18631
C 2.23807 -0.86890 0.19218
C 2.47799 0.52899 -0.05305
C 0.86653 -1.26459 0.27810
C 1.36162 1.39923 0.27214
C 3.13401 -1.88152 0.15980
C 3.72744 0.95866 -0.39554
C 0.46157 -4.11185 0.36504
C 1.41917 2.66116 0.55057
P 0.06243 0.21975 0.64838
H -5.48864 0.87143 -0.35140
H -3.72926 2.59456 -1.38071
H -4.44666 -1.28567 0.64997
H -1.31678 2.14228 -1.11560
H -2.09468 -1.50104 0.80717
H 2.94290 -2.95926 0.46145
H 4.15608 -1.69395 -0.12923
H 3.95857 2.04522 -0.62217
H 4.42559 0.12312 -0.61717
H -0.31893 -4.05705 -0.32488
H 1.46156 -4.12207 -0.25095
H 0.56974 3.26448 0.84171
H 2.42214 3.17840 0.40186
```

energy above the lowest of the compared OMol25 structures with the same formula, charge and spin = 867.2 kJ/mol
electronic energy = -882.2309 Eh
E_HOMO (spin up / spin down) = -8.14 / -8.15 eV
total charge = 0
gap between HOMO and LUMO (spin up / spin down) = 7.1 / 7.1 eV

Löwdin population analysis, charges in e, atoms 1 to 5: -0.06 -0.07 -0.05 -0.10 -0.13

Question: electronic energy of number 1 (C14H13F5N4O6S)?
Answer: -2109.3368 Eh

Question: Which formula does entry 2 have?
Answer: C14H13IrNO5